Computed, not measured: 2 unconnected molecules or ions with the total composition CH3N2OS2, with ωB97M-V/def2-TZVPD.

Atoms and positions in Å:
N  -0.7748  0.6629  1.0286
H  1.3018  0.8291  1.4161
H  -0.6435  -0.3303  0.8404
S  1.3737  1.1114  -0.6712
C  2.5986  -1.1583  -0.0985
S  3.7332  -1.1608  -1.1691
N  0.4922  1.3034  0.9332
O  2.0784  -1.4917  0.9158
H  -1.3642  1.1571  0.2450

Summary:
Energy above the lowest of the compared OMol25 structures with the same formula, charge and spin in kcal per mole: 18.00
Lowest unoccupied orbital energy in eV: 3.34
Total charge: -1

Electronic structure analysis, Mulliken charges in units of e: N -0.450; H 0.291; H 0.248; S -0.504; C 0.460; S -0.388; N -0.461; O -0.431; H 0.236

Computed, not measured: 14 unconnected molecules or ions with the total composition C23H62N13O27P, with ωB97M-V/def2-TZVPD.

Atoms and positions in Å:
H  0.4361  3.8046  -3.6741
C  7.9991  2.5581  3.5349
H  9.0719  2.3881  3.5523
H  -2.8926  5.9037  1.1031
N  -3.5056  0.6888  -5.3530
H  -1.2041  3.0891  -3.6647
C  -7.2333  1.3621  -6.6685
H  4.4746  5.2274  -2.9390
N  -2.6067  -0.3199  9.5405
H  -5.2282  -5.3963  5.8995
C  -1.3007  -5.1625  1.0300
H  4.1710  6.9707  -3.1926
C  -0.5335  -4.9547  3.4437
H  -4.8385  -0.7693  -6.0582
H  0.8222  -1.3086  0.8870
H  -1.7697  -4.1889  1.2004
H  -1.5290  -9.0345  1.4353
H  -1.4316  5.6374  2.1019
H  5.8505  -0.4816  1.2490
H  -2.5554  -0.7025  -2.1578
O  8.6987  -2.7693  -3.6542
O  -3.3626  4.0749  2.8876
H  -2.8475  2.1301  -1.1410
N  -0.8684  4.5519  -2.2100
O  -2.5501  -6.1555  2.8676
H  0.1081  -4.0489  -1.8381
P  0.4100  -5.0676  0.3296
H  -6.4189  1.3221  -5.9530
O  -2.5874  -3.7069  6.4446
H  -0.3551  -0.3424  -2.4817
H  -3.5130  -0.3329  -7.1695
H  -1.5236  4.9618  0.4492
C  -0.6204  4.0020  -3.5705
N  8.1021  -1.7235  -3.4935
H  8.9274  7.8633  4.5976
N  4.1617  -1.4902  0.5440
O  7.8397  -0.9209  -4.3676
H  1.2067  -4.5713  1.3829
C  -3.0724  1.3512  -1.8672
H  -2.7892  1.7034  -2.8544
C  -0.7207  0.3522  -1.7332
H  -4.6875  5.1094  -3.7382
H  4.5274  0.5612  0.6543
H  -4.4966  3.3963  -4.2294
C  -3.7840  -0.5414  -6.1394
H  7.1474  -0.4551  -2.1169
N  -3.2521  -9.8874  0.6181
O  -6.0807  0.0592  -8.1915
H  -0.9604  -2.5736  0.3738
N  -3.7632  -4.0097  6.4894
O  7.8064  5.0997  4.9553
N  8.6048  5.8125  4.3767
O  7.7303  1.1757  1.6980
H  -4.0244  -1.7354  8.9040
H  4.3798  -0.2644  2.2361
H  8.5505  -1.3686  -1.4849
H  -0.5863  1.3763  -2.0743
H  7.7583  3.4408  2.9583
O  3.3567  -2.1567  1.1601
C  7.6614  -1.4083  -2.1070
N  -2.6833  3.9773  1.8864
C  -0.3457  -2.3944  -0.5022
H  10.2665  6.8150  5.1482
O  -3.5006  0.2861  10.0983
O  -2.4521  2.9446  1.2867
O  -5.6856  3.8440  -6.2802
C  0.6069  -1.2392  -0.1784
H  -3.1745  -1.3424  -5.7307
H  -3.2019  -5.6496  2.3638
H  -2.3928  -2.3783  9.2568
H  -1.0093  -5.1430  4.4011
O  0.0820  4.6891  -1.4627
O  8.9658  5.6720  3.2259
C  4.7788  -0.3239  1.2321
H  1.5031  -3.4357  -1.0065
C  0.0592  0.1742  -0.4218
H  -7.9571  0.5721  -6.4858
C  -1.2397  -5.8325  2.4081
N  7.3820  1.3915  2.8444
N  -6.6597  1.1216  -8.0210
C  3.7178  5.9885  -3.1021
H  -3.0430  -8.6443  2.3024
H  -0.6025  -3.9000  3.1910
H  -2.4153  -0.1967  -0.4953
O  1.8534  5.4769  -4.3824
C  0.4513  -3.6733  -0.8801
O  -1.4372  0.0124  9.5287
H  0.5138  -5.2170  3.5309
C  -2.0807  5.2218  1.3364
C  -2.5772  -8.7691  1.3348
C  -2.9610  -1.5690  8.8086
O  -2.3626  1.1008  -5.3406
O  -2.0186  4.8305  -1.9291
N  -5.0335  4.7347  -5.7643
O  -2.8434  -10.1538  -0.4943
H  -3.2551  4.6026  -4.6780
H  6.9971  -2.2042  -1.7847
H  2.9665  5.9706  -2.3208
H  -0.9471  4.7493  -4.2868
C  9.1900  6.9549  5.1308
H  -2.6944  -7.8789  0.7285
O  -4.6297  -3.3812  7.0674
H  -1.9614  -5.7183  0.3708
C  -2.2413  0.1251  -1.5177
C  -4.1618  -5.2516  5.7735
H  -0.6594  -6.7502  2.2984
H  0.9291  0.8328  -0.4812
H  -2.6791  -1.4313  7.7722
O  6.5699  0.7261  3.4588
H  7.5923  2.6185  4.5339
H  -3.6015  -6.0730  6.2091
H  -7.7062  2.3349  -6.6637
O  3.7561  5.6610  -5.3860
C  -4.3112  4.4298  -4.4967
H  -1.0016  -2.1819  -1.3399
H  8.7764  6.9524  6.1318
H  -3.9009  -5.1253  4.7280
H  -0.5097  0.5467  0.4246
O  -6.7997  1.9790  -8.8626
O  4.5086  -1.6988  -0.6051
O  -4.4397  1.2177  -4.7768
H  -4.1361  1.1454  -1.8366
H  1.5691  -1.3564  -0.6650
N  3.0542  5.6837  -4.3996
O  -4.9229  5.8597  -6.2019
O  -4.1639  -10.4551  1.1874

Summary:
Lowest unoccupied orbital energy in eV: -0.68
Total charge: 0

Atom charges from the Mulliken analysis, given in e for atoms 1 to 99: H 0.303; C -0.789; H 0.305; H 0.293; N 0.949; H -0.101; C -0.494; H 0.292; N 0.865; H 0.372; C -0.842; H 0.281; C -1.287; H 0.334; H 0.369; H 0.590; H 0.274; H 0.311; H 0.336; H 0.309; O -0.523; O -0.562; H 0.028; N 1.122; O -0.563; H 0.522; P -0.164; H 0.052; O -0.522; H 0.368; H 0.330; H -0.005; C -0.549; N 0.870; H 0.281; N 0.918; O -0.525; H -0.034; C -0.580; H -0.298; C 0.158; H 0.357; H 0.314; H 0.070; C -0.913; H 0.299; N 0.895; O -0.584; H 0.193; N 0.912; O -0.513; N 0.850; O -0.504; H 0.334; H 0.367; H 0.306; H -0.349; H 0.323; O -0.487; C -0.707; N 0.939; C 0.466; H 0.282; O -0.527; O -0.522; O -0.527; C -0.657; H 0.320; H 0.397; H 0.276; H 0.380; O -0.600; O -0.495; C -0.878; H 0.301; C -1.228; H 0.298; C 0.242; N 0.845; N 0.974; C -0.672; H 0.333; H 0.185; H 0.448; O -0.515; C -0.854; O -0.533; H 0.396; C -0.438; C -0.670; C -0.701; O -0.532; O -0.556; N 0.967; O -0.532; H 0.097; H 0.278; H 0.254; H 0.397

Computed, not measured: 6 unconnected molecules or ions with the total composition H12O6, with ωB97M-V/def2-TZVPD.

Atoms and positions in Å:
H  1.5028  -0.5139  -0.8624
H  3.5524  2.7568  -3.3609
H  0.5745  0.4217  1.7570
H  -2.1086  -0.1720  1.6685
O  -2.7692  -0.2505  2.3270
O  3.6257  1.8687  -3.0019
H  -2.0136  -1.2608  -0.1993
H  0.2269  -0.9302  2.5918
H  4.2389  1.2946  -3.4595
O  1.3492  0.3897  -0.6011
H  -1.6283  0.8690  0.5065
H  -0.2071  0.4644  -0.0386
O  -1.0164  0.0849  0.2770
H  -2.3242  -2.1596  -1.4813
H  -3.4995  -0.7626  2.0442
H  2.0118  0.3707  0.1243
O  1.0505  -0.4149  2.2637
O  -2.5657  -2.0559  -0.5552

Summary:
SMILES: O.O.O.O.O.O
Energy above the lowest of the compared OMol25 structures with the same formula, charge and spin in kcal per mole: 51.76
Lowest unoccupied orbital energy in eV: 0.36
Total charge: 0

Electronic structure analysis, Mulliken charges in units of e: H 0.342; H 0.311; H 0.357; H 0.410; O -0.631; O -0.612; H 0.429; H 0.320; H 0.308; O -0.712; H 0.352; H 0.332; O -0.840; H 0.306; H 0.323; H 0.320; O -0.656; O -0.660

Number 1: F_max 0.0597 Eh/bohr, DFT total energy -27783.3871 eV. Number 2: F_max 0.0295 Eh/bohr, DFT total energy -108762.1757 eV. Number 3: F_max 0.0862 Eh/bohr, DFT total energy -12478.8693 eV.